Entry 1:
A 15-piece molecular cluster, C39H43Br2Cl42F12N3O8P3 overall at a distorted geometry, computed with ωB97M-V with the def2-TZVPD basis set.

Values from the calculation:
- Charge: +1
- HOMO: -10.305 eV
- Multiplicity: 1
- Lowest unoccupied orbital energy: -2.95 eV

CARTESIAN COORDINATES (ANGSTROEM)
C 3.506 2.201 3.907
C 2.503 1.473 3.300
C 2.095 1.296 1.785
C 2.521 2.574 1.032
C 3.854 3.266 0.894
C 4.278 4.228 1.811
C 5.440 4.939 1.721
C 6.283 4.750 0.657
C 5.886 3.870 -0.310
C 4.713 3.183 -0.181
O 0.658 1.558 2.048
C -0.377 0.866 1.428
C -1.040 -0.069 2.468
C -0.878 0.348 3.944
C -0.721 -0.805 4.958
F 0.230 -1.716 4.649
Br -0.062 0.098 6.597
C -2.121 -1.450 5.334
F -1.948 -2.628 5.907
F -2.917 -1.580 4.278
Br -3.034 -0.298 6.647
N -1.342 1.957 1.042
C -2.440 2.199 1.910
O -2.486 2.702 3.016
F -3.638 1.834 1.364
C -0.751 3.216 0.753
O -0.602 4.144 1.526
F -0.396 3.500 -0.537
C 0.007 0.181 0.050
C -1.188 -0.397 -0.716
F -2.183 -0.886 0.092
F -0.980 -1.496 -1.495
C -1.976 0.495 -1.763
F -1.963 1.822 -1.634
F -1.549 0.252 -3.020
C -3.509 0.086 -1.884
F -3.698 -1.186 -2.174
F -4.271 0.553 -0.916
F -3.920 0.754 -2.989
N 1.372 -0.523 0.017
P 1.303 -2.478 0.011
N 1.151 -3.115 -1.546
O -0.142 -2.856 0.718
P 2.061 -0.182 -1.590
O 1.127 -0.346 -2.700
O 3.279 -1.209 -1.972
O 2.575 1.332 -1.742
C 2.308 -0.166 1.228
C 2.241 -1.256 2.387
C 3.215 -2.481 2.504
P 4.172 -0.519 0.820
C 5.175 0.118 2.256
O 4.847 0.444 -0.353
H 4.558 1.941 4.025
H 3.221 3.120 4.434
H 1.931 0.888 4.027
H 1.993 2.627 0.067
H 1.978 3.364 1.566
H 3.653 4.483 2.673
H 5.702 5.660 2.487
H 7.212 5.304 0.629
H 6.523 3.734 -1.176
H 4.459 2.534 -1.007
H -0.721 -1.116 2.385
H -2.116 -0.228 2.312
H -1.838 0.771 4.272
H -0.164 1.135 4.158
H 0.235 1.096 -0.533
H 0.438 -3.843 -1.568
H 2.027 -3.577 -1.778
H -0.196 -3.825 0.714
H 3.741 -0.821 -2.740
H 3.160 1.367 -2.519
H 2.502 -0.812 3.355
H 1.234 -1.621 2.595
H 2.679 -3.171 3.181
H 4.131 -2.289 3.066
H 3.419 -3.086 1.628
H 4.715 -0.170 3.199
H 6.187 -0.277 2.138
H 5.272 1.206 2.176
H 5.645 -0.010 -0.658
C -4.667 -6.408 -0.031
Cl -4.323 -5.894 1.624
Cl -4.316 -8.127 -0.235
Cl -6.339 -6.057 -0.458
H -4.025 -5.851 -0.699
C -1.604 -1.191 -6.574
Cl -2.226 -1.390 -4.936
Cl -1.108 -2.744 -7.253
Cl -2.804 -0.414 -7.607
H -0.734 -0.552 -6.528
C 3.506 0.942 -6.184
Cl 1.775 0.869 -6.464
Cl 4.055 2.612 -6.079
Cl 3.943 0.066 -4.701
H 4.011 0.465 -7.015
C 0.034 5.304 4.594
Cl -0.395 3.955 5.651
Cl 0.262 6.777 5.531
Cl 1.492 4.927 3.671
H -0.778 5.462 3.894
C -6.594 1.325 3.217
Cl -8.153 0.496 3.234
Cl -6.610 2.635 4.401
Cl -5.243 0.232 3.536
H -6.438 1.758 2.236
C 2.360 9.060 2.846
Cl 2.372 9.263 4.598
Cl 3.129 7.536 2.387
Cl 0.710 9.132 2.223
H 2.926 9.871 2.407
C -8.010 -2.991 1.316
Cl -9.764 -2.959 1.521
Cl -7.433 -1.362 0.930
Cl -7.219 -3.596 2.773
H -7.767 -3.656 0.497
C 7.259 4.680 -6.436
Cl 7.993 3.553 -7.577
Cl 7.377 4.058 -4.785
Cl 8.007 6.269 -6.558
H 6.210 4.779 -6.686
C 9.334 -2.218 1.425
Cl 8.756 -2.421 3.080
Cl 9.771 -3.768 0.720
Cl 8.102 -1.414 0.435
H 10.214 -1.588 1.447
C 1.079 4.329 -3.917
Cl 2.535 4.518 -2.928
Cl 0.142 2.938 -3.373
Cl 0.103 5.796 -3.875
H 1.384 4.153 -4.939
C -11.235 -5.814 -0.846
Cl -9.470 -5.750 -0.823
Cl -11.940 -4.221 -0.569
Cl -11.806 -6.499 -2.369
H -11.555 -6.466 -0.043
C -8.791 -7.448 -4.701
Cl -8.843 -8.315 -6.237
Cl -9.088 -8.544 -3.353
Cl -7.243 -6.624 -4.503
H -9.574 -6.700 -4.707
C 8.654 -7.002 -1.332
Cl 10.063 -6.818 -0.275
Cl 7.755 -8.459 -0.913
Cl 7.601 -5.586 -1.259
H 9.009 -7.104 -2.349
C -12.704 -1.730 -3.746
Cl -13.480 -0.958 -2.361
Cl -12.800 -3.486 -3.611
Cl -13.430 -1.175 -5.256
H -11.659 -1.447 -3.749

Löwdin population analysis, charges in e, atoms 1 to 99: number 1, C, carries 0.030; number 2, C, carries -0.079; number 3, C, carries -0.283; number 4, C, carries -0.056; number 5, C, carries -0.186; number 6, C, carries -0.091; number 7, C, carries -0.096; number 8, C, carries -0.073; number 9, C, carries -0.075; number 10, C, carries -0.088; number 11, O, carries -0.047; number 12, C, carries -0.304; number 13, C, carries -0.057; number 14, C, carries -0.184; number 15, C, carries -0.737; number 16, F, carries 0.005; number 17, Br, carries 0.760; number 18, C, carries -0.898; number 19, F, carries 0.078; number 20, F, carries 0.039; number 21, Br, carries 0.765; number 22, N, carries 0.146; number 23, C, carries -0.409; number 24, O, carries 0.183; number 25, F, carries 0.100; number 26, C, carries -0.391; number 27, O, carries 0.162; number 28, F, carries 0.079; number 29, C, carries -0.052; number 30, C, carries -0.325; number 31, F, carries 0.112; number 32, F, carries 0.078; number 33, C, carries -0.343; number 34, F, carries 0.117; number 35, F, carries 0.008; number 36, C, carries -0.559; number 37, F, carries 0.178; number 38, F, carries 0.188; number 39, F, carries 0.143; number 40, N, carries -0.199; number 41, P, carries 1.018; number 42, N, carries -0.121; number 43, O, carries -0.220; number 44, P, carries 0.456; number 45, O, carries -0.233; number 46, O, carries -0.196; number 47, O, carries -0.162; number 48, C, carries -0.362; number 49, C, carries -0.278; number 50, C, carries -0.185; number 51, P, carries 1.003; number 52, C, carries -0.198; number 53, O, carries -0.338; number 54, H, carries 0.070; number 55, H, carries 0.040; number 56, H, carries 0.099; number 57, H, carries 0.108; number 58, H, carries 0.084; number 59, H, carries 0.029; number 60, H, carries 0.108; number 61, H, carries 0.115; number 62, H, carries 0.107; number 63, H, carries 0.074; number 64, H, carries 0.105; number 65, H, carries 0.117; number 66, H, carries 0.087; number 67, H, carries 0.064; number 68, H, carries 0.135; number 69, H, carries 0.072; number 70, H, carries 0.064; number 71, H, carries 0.089; number 72, H, carries -0.027; number 73, H, carries 0.048; number 74, H, carries 0.099; number 75, H, carries 0.069; number 76, H, carries 0.092; number 77, H, carries 0.067; number 78, H, carries 0.023; number 79, H, carries 0.038; number 80, H, carries 0.006; number 81, H, carries 0.042; number 82, H, carries 0.050; number 83, C, carries -1.543; number 84, Cl, carries 0.514; number 85, Cl, carries 0.539; number 86, Cl, carries 0.514; number 87, H, carries 0.007; number 88, C, carries -1.537; number 89, Cl, carries 0.626; number 90, Cl, carries 0.527; number 91, Cl, carries 0.542; number 92, H, carries -0.036; number 93, C, carries -1.474; number 94, Cl, carries 0.593; number 95, Cl, carries 0.565; number 96, Cl, carries 0.636; number 97, H, carries 0.027; number 98, C, carries -1.490; number 99, Cl, carries 0.556

Entry 2:
C52H42MoN4O2P2S as an isolated structure, computed with ωB97M-V with the def2-TZVPD basis set.

Values from the calculation:
- Charge: +2
- HOMO (alpha / beta): -13.041 / -13.045 eV
- Multiplicity: 1
- Lowest unoccupied orbital energy (alpha / beta): -6.77 / -6.77 eV

CARTESIAN COORDINATES (ANGSTROEM)
Mo -0.591 0.490 1.556
O -0.778 3.370 4.455
C -0.474 2.419 3.781
N -1.109 2.051 2.602
C -2.266 2.849 2.250
C -2.384 2.816 0.765
C -3.189 3.694 0.062
C -3.190 3.651 -1.320
C -2.363 2.735 -1.955
C -1.602 1.882 -1.188
N -1.617 1.890 0.156
C 0.629 1.481 4.120
C 1.350 1.580 5.290
C 2.318 0.619 5.546
C 2.504 -0.407 4.632
C 1.742 -0.431 3.476
N 0.833 0.514 3.213
H -3.166 2.426 2.716
H -2.165 3.873 2.618
H -3.788 4.413 0.604
H -3.806 4.332 -1.891
H -2.302 2.673 -3.032
H -0.947 1.170 -1.646
H 1.132 2.389 5.973
H 2.906 0.660 6.453
H 3.229 -1.190 4.804
H 1.855 -1.221 2.747
C 0.929 -1.829 -5.175
C 0.197 -0.558 -4.711
C -0.256 0.255 -5.931
C 1.137 0.284 -3.853
C 2.114 1.111 -4.396
C 2.947 1.881 -3.594
C 2.784 1.874 -2.219
C 1.809 1.063 -1.643
P 1.615 1.021 0.160
C 1.860 2.735 0.696
C 1.303 3.771 -0.057
C 1.307 5.067 0.433
C 1.856 5.343 1.677
C 2.414 4.319 2.430
C 2.412 3.020 1.946
C 3.033 0.004 0.636
C 2.896 -1.368 0.408
C 3.948 -2.224 0.686
C 5.140 -1.718 1.190
C 5.286 -0.353 1.391
C 4.239 0.512 1.106
C 1.061 0.235 -2.471
O 0.220 -0.643 -1.828
C -0.929 -0.994 -2.496
C -1.976 -1.392 -1.665
C -3.171 -1.791 -2.253
C -3.287 -1.782 -3.637
C -2.223 -1.379 -4.429
C -1.013 -0.962 -3.873
P -1.665 -1.487 0.122
C -3.250 -2.009 0.797
C -3.543 -3.344 1.043
C -4.795 -3.694 1.534
C -5.745 -2.717 1.775
C -5.455 -1.379 1.526
C -4.210 -1.024 1.041
C -0.499 -2.900 0.254
C -0.064 -3.553 -0.901
C 0.849 -4.596 -0.829
C 1.335 -5.017 0.398
C 0.895 -4.392 1.555
C -0.008 -3.343 1.486
H 1.803 -1.566 -5.771
H 0.269 -2.445 -5.786
H 1.263 -2.422 -4.322
H 0.592 0.532 -6.554
H -0.773 1.166 -5.628
H -0.922 -0.328 -6.562
H 2.239 1.156 -5.468
H 3.710 2.498 -4.046
H 3.406 2.504 -1.596
H 0.872 3.570 -1.030
H 0.885 5.865 -0.162
H 1.860 6.356 2.057
H 2.855 4.532 3.394
H 2.856 2.233 2.541
H 1.968 -1.768 0.008
H 3.838 -3.284 0.504
H 5.961 -2.386 1.409
H 6.222 0.044 1.758
H 4.377 1.577 1.239
H -3.999 -2.116 -1.639
H -4.210 -2.102 -4.100
H -2.338 -1.397 -5.503
H -2.801 -4.109 0.856
H -5.022 -4.733 1.728
H -6.718 -2.994 2.158
H -6.202 -0.620 1.713
H -3.979 0.019 0.845
H -0.446 -3.276 -1.873
H 1.165 -5.089 -1.738
H 2.038 -5.837 0.454
H 1.241 -4.728 2.524
H -0.337 -2.899 2.412
S -2.551 -2.425 4.700
C -1.923 -1.501 3.606
N -1.454 -0.801 2.757

Löwdin population analysis, charges in e, atoms 1 to 99: number 1, Mo, carries 1.389; number 2, O, carries 0.147; number 3, C, carries -0.433; number 4, N, carries -0.138; number 5, C, carries -0.121; number 6, C, carries -0.243; number 7, C, carries 0.016; number 8, C, carries -0.005; number 9, C, carries -0.009; number 10, C, carries -0.112; number 11, N, carries -0.030; number 12, C, carries -0.200; number 13, C, carries 0.044; number 14, C, carries 0.005; number 15, C, carries 0.000; number 16, C, carries -0.099; number 17, N, carries -0.043; number 18, H, carries 0.152; number 19, H, carries 0.140; number 20, H, carries 0.135; number 21, H, carries 0.128; number 22, H, carries 0.121; number 23, H, carries 0.077; number 24, H, carries 0.139; number 25, H, carries 0.129; number 26, H, carries 0.125; number 27, H, carries 0.100; number 28, C, carries 0.007; number 29, C, carries -0.417; number 30, C, carries -0.019; number 31, C, carries -0.079; number 32, C, carries 0.015; number 33, C, carries -0.032; number 34, C, carries -0.060; number 35, C, carries -0.265; number 36, P, carries 1.067; number 37, C, carries -0.367; number 38, C, carries -0.097; number 39, C, carries -0.051; number 40, C, carries -0.044; number 41, C, carries -0.048; number 42, C, carries -0.117; number 43, C, carries -0.369; number 44, C, carries -0.107; number 45, C, carries -0.053; number 46, C, carries -0.050; number 47, C, carries -0.050; number 48, C, carries -0.077; number 49, C, carries -0.212; number 50, O, carries -0.052; number 51, C, carries -0.265; number 52, C, carries -0.278; number 53, C, carries -0.036; number 54, C, carries -0.032; number 55, C, carries 0.015; number 56, C, carries -0.084; number 57, P, carries 1.078; number 58, C, carries -0.413; number 59, C, carries -0.073; number 60, C, carries -0.054; number 61, C, carries -0.051; number 62, C, carries -0.056; number 63, C, carries -0.110; number 64, C, carries -0.343; number 65, C, carries -0.072; number 66, C, carries -0.047; number 67, C, carries -0.062; number 68, C, carries -0.061; number 69, C, carries -0.109; number 70, H, carries 0.098; number 71, H, carries 0.098; number 72, H, carries 0.094; number 73, H, carries 0.084; number 74, H, carries 0.101; number 75, H, carries 0.084; number 76, H, carries 0.122; number 77, H, carries 0.119; number 78, H, carries 0.120; number 79, H, carries 0.105; number 80, H, carries 0.116; number 81, H, carries 0.118; number 82, H, carries 0.119; number 83, H, carries 0.091; number 84, H, carries 0.087; number 85, H, carries 0.106; number 86, H, carries 0.116; number 87, H, carries 0.117; number 88, H, carries 0.102; number 89, H, carries 0.113; number 90, H, carries 0.118; number 91, H, carries 0.121; number 92, H, carries 0.113; number 93, H, carries 0.118; number 94, H, carries 0.117; number 95, H, carries 0.114; number 96, H, carries 0.096; number 97, H, carries 0.105; number 98, H, carries 0.117; number 99, H, carries 0.118